w) C4H8N2 as an isolated structure. Source: the Open Molecules 2025 dataset; level of theory: ωB97M-V/def2-TZVPD.

Charge   +2
HOMO-LUMO gap (alpha / beta)   6.86 / 9.40 eV
LUMO energy (alpha / beta)   -12.50 / -12.08 eV

Last column: natural (NBO) charge in e.
Element x y z (Å)
1 N -0.606 0.594 0.057  -0.420
2 N 2.531 0.234 -0.189  -0.425
3 C -0.813 1.864 0.024  0.242
4 C -0.219 -1.424 -0.025  -0.637
5 C -1.482 -0.547 -0.033  -0.224
6 C 0.483 -0.228 0.166  0.673
7 H -2.090 -0.737 -1.050  0.319
8 H -2.129 -0.612 0.862  0.293
9 H 0.092 -2.157 -0.773  0.383
10 H 3.164 -0.536 -0.132  0.392
11 H -0.010 -2.308 0.850  0.406
12 H 2.970 1.060 0.200  0.393
13 H 0.049 2.671 0.144  0.310
14 H -1.940 2.128 -0.102  0.295


x) A 2-piece molecular cluster, C4H8N2 overall. Source: the Open Molecules 2025 dataset; level of theory: ωB97M-V/def2-TZVPD.

Charge   +2
HOMO-LUMO gap   10.30 eV
LUMO energy   -9.64 eV

Last column: natural (NBO) charge in e.
Element x y z (Å)
1 N -0.319 1.211 -0.432  -0.212
2 N 2.602 0.361 -0.141  -0.685
3 C -1.198 0.257 -0.032  0.245
4 C -3.578 -0.125 -0.027  -0.026
5 C 1.499 -0.506 0.232  -0.359
6 C 0.176 0.029 0.021  0.206
7 H 3.415 0.388 0.507  0.496
8 H -3.408 -0.464 -0.966  0.207
9 H -3.722 0.894 0.418  0.261
10 H 1.382 -1.520 -0.323  0.333
11 H 1.398 -0.866 1.263  0.330
12 H 3.054 -0.011 -1.017  0.487
13 H -3.372 -0.904 0.777  0.234
14 H 2.070 1.256 -0.279  0.482


Which one sits at the bottom of the stability order? w) does.


w) One molecule with the formula C3H8N4S. Source: the Open Molecules 2025 dataset; level of theory: ωB97M-V/def2-TZVPD.

Charge   0
HOMO-LUMO gap   9.25 eV
LUMO energy   0.57 eV

Last column: natural (NBO) charge in e.
Element x y z (Å)
1 S -0.605 -0.956 0.119  0.360
2 N -3.338 -0.933 0.089  -0.657
3 N -2.752 0.389 -0.018  -0.468
4 N -1.041 1.855 0.116  -0.729
5 N 0.909 -0.099 0.019  -0.572
6 C 1.970 -0.822 -0.179  0.115
7 C -1.422 0.596 -0.050  0.249
8 C 3.224 0.177 0.190  -0.662
9 H -2.985 -1.453 -0.640  0.352
10 H 3.989 0.103 -0.769  0.205
11 H 2.760 1.279 0.085  0.237
12 H -3.283 1.206 -0.479  0.410
13 H -3.324 -1.436 1.000  0.376
14 H -0.081 1.984 -0.133  0.355
15 H 3.749 0.089 1.142  0.231
16 H 2.230 -1.978 -0.492  0.197


x) One molecule with the formula C3H8N4S. Source: the Open Molecules 2025 dataset; level of theory: ωB97M-V/def2-TZVPD.

Charge   0
HOMO-LUMO gap   9.13 eV
LUMO energy   0.71 eV

Last column: natural (NBO) charge in e.
Element x y z (Å)
1 S -2.128 1.158 -0.003  -0.274
2 N 1.636 -1.486 0.003  -0.727
3 N -2.242 -1.840 -0.004  -0.625
4 N 0.499 0.575 0.001  -0.452
5 N -0.991 -1.227 0.001  -0.441
6 C -0.829 0.106 -0.002  0.271
7 C 1.634 -0.214 -0.005  0.309
8 C 0.699 2.029 0.001  -0.399
9 H 2.595 -1.835 0.001  0.365
10 H -2.732 -1.494 -0.790  0.357
11 H -2.762 -1.479 0.822  0.359
12 H 1.765 2.234 0.008  0.198
13 H 0.227 2.464 -0.896  0.225
14 H 0.239 2.469 0.897  0.224
15 H -0.170 -1.847 -0.020  0.444
16 H 2.558 0.388 -0.013  0.165


Which one sits at the bottom of the stability order? w) does.


w) A 2-piece molecular cluster, CH5PS2 overall. Source: the Open Molecules 2025 dataset; level of theory: ωB97M-V/def2-TZVPD.

Charge   0
HOMO-LUMO gap   8.38 eV
LUMO energy   -0.59 eV

Last column: natural (NBO) charge in e.
Element x y z (Å)
1 S -2.903 0.746 0.069  0.146
2 S -0.776 -1.269 0.508  0.005
3 P 2.461 0.725 0.020  0.091
4 C -2.229 -0.769 -0.003  -0.545
5 H -2.599 -1.345 -0.836  0.236
6 H -2.350 1.592 1.029  0.160
7 H 1.580 0.054 -0.234  -0.098
8 H 3.407 0.526 -1.073  0.002
9 H 3.411 -0.260 0.521  0.004


x) A 2-piece molecular cluster, CH5PS2 overall. Source: the Open Molecules 2025 dataset; level of theory: ωB97M-V/def2-TZVPD.

Charge   0
HOMO-LUMO gap (alpha / beta)   7.13 / 6.47 eV
LUMO energy (alpha / beta)   -2.11 / -2.43 eV

Last column: natural (NBO) charge in e.
Element x y z (Å)
1 S -0.689 -0.914 -2.733  -0.292
2 S 2.207 -1.594 1.564  -0.137
3 P -0.403 -1.018 -0.787  0.529
4 C -0.565 0.870 -0.421  -0.883
5 H -1.511 -1.668 -0.216  -0.007
6 H -0.310 1.025 0.597  0.216
7 H 1.737 -0.351 1.535  0.084
8 H 0.244 1.451 -0.888  0.249
9 H -1.592 1.199 -0.691  0.241


Which one sits at the bottom of the stability order? w) does.


w) A 2-piece molecular cluster, CH5PS2 overall. Source: the Open Molecules 2025 dataset; level of theory: ωB97M-V/def2-TZVPD.

Charge   0
HOMO-LUMO gap (alpha / beta)   7.06 / 7.04 eV
LUMO energy (alpha / beta)   -2.18 / -1.86 eV

Last column: natural (NBO) charge in e.
Element x y z (Å)
1 S -0.562 -1.631 -0.385  0.100
2 S 2.563 -0.669 0.537  -0.214
3 P 2.376 1.123 -0.358  0.199
4 C -1.648 -0.414 0.362  -0.759
5 H -2.347 -0.908 0.844  0.203
6 H -1.018 0.195 0.950  0.237
7 H 1.717 0.610 -1.677  0.023
8 H -2.164 0.212 -0.545  0.223
9 H 1.083 1.481 0.272  -0.012


x) One molecule with the formula CH5PS2. Source: the Open Molecules 2025 dataset; level of theory: ωB97M-V/def2-TZVPD.

Charge   0
HOMO-LUMO gap   9.50 eV
LUMO energy   0.44 eV

Last column: natural (NBO) charge in e.
Element x y z (Å)
1 S -1.813 0.141 0.990  -0.302
2 S 0.977 2.124 0.029  -0.359
3 P -0.425 0.369 -0.564  0.617
4 C 0.525 -1.118 -0.151  -0.976
5 H 0.812 2.213 1.357  0.140
6 H -2.863 0.282 0.185  0.153
7 H 1.432 -0.797 0.404  0.250
8 H -0.113 -1.616 0.452  0.233
9 H 0.807 -1.742 -1.013  0.245


y) One molecule with the formula CH5PS2. Source: the Open Molecules 2025 dataset; level of theory: ωB97M-V/def2-TZVPD.

Charge   0
HOMO-LUMO gap   7.16 eV
LUMO energy   -0.84 eV

Last column: natural (NBO) charge in e.
Element x y z (Å)
1 S 1.711 0.419 -0.051  0.105
2 S 3.666 0.078 0.053  -0.428
3 P -0.185 -1.161 -0.068  0.477
4 C -1.468 0.151 0.021  -0.958
5 H -1.105 1.048 0.518  0.242
6 H -0.014 -1.274 1.318  -0.042
7 H -1.805 0.396 -0.984  0.235
8 H -2.311 -0.262 0.579  0.251
9 H 1.509 0.605 -1.385  0.116


Which one sits at the bottom of the stability order? w) does.


w) A 2-piece molecular cluster, C4H10O3 overall. Source: the Open Molecules 2025 dataset; level of theory: ωB97M-V/def2-TZVPD.

Charge   0
HOMO-LUMO gap   10.46 eV
LUMO energy   0.80 eV

Last column: natural (NBO) charge in e.
Element x y z (Å)
1 O -1.060 -0.268 -5.325  -0.936
2 O -0.384 1.016 3.175  -0.730
3 O 1.332 0.209 -0.996  -0.519
4 C 0.095 -0.851 1.754  -0.404
5 C 0.215 -0.178 -0.833  0.454
6 C -0.532 -0.269 0.476  -0.524
7 C 0.681 0.179 2.721  -0.068
8 H -1.994 -0.462 -5.173  0.467
9 H -1.060 0.639 0.653  0.250
10 H -0.669 -1.479 2.198  0.211
11 H -1.293 -1.016 0.213  0.209
12 H 0.945 -1.483 1.515  0.213
13 H 1.465 0.707 2.181  0.175
14 H -0.009 1.625 3.821  0.470
15 H -1.026 0.683 -5.468  0.469
16 H -0.430 -0.411 -1.704  0.100
17 H 1.044 -0.419 3.562  0.164


x) A 2-piece molecular cluster, C4H10O3 overall. Source: the Open Molecules 2025 dataset; level of theory: ωB97M-V/def2-TZVPD.

Charge   0
HOMO-LUMO gap   10.74 eV
LUMO energy   1.02 eV

Last column: natural (NBO) charge in e.
Element x y z (Å)
1 O 1.824 -1.031 -1.241  -0.537
2 O -1.188 0.685 0.284  -0.293
3 O -1.341 -0.633 0.795  -0.281
4 C -1.386 -1.579 -0.248  -0.276
5 C 3.207 0.269 0.223  -0.723
6 C 1.965 -0.069 -0.536  0.444
7 C -2.408 1.382 0.331  -0.262
8 H 3.985 -0.469 0.049  0.228
9 H -0.467 -1.574 -0.838  0.204
10 H -2.166 2.376 -0.042  0.198
11 H 2.967 0.315 1.284  0.236
12 H -2.249 -1.420 -0.903  0.164
13 H -2.787 1.448 1.354  0.178
14 H -1.490 -2.532 0.269  0.198
15 H 1.144 0.656 -0.391  0.120
16 H 3.554 1.256 -0.079  0.231
17 H -3.165 0.922 -0.312  0.170


y) A 2-piece molecular cluster, C4H10O3 overall. Source: the Open Molecules 2025 dataset; level of theory: ωB97M-V/def2-TZVPD.

Charge   0
HOMO-LUMO gap   10.41 eV
LUMO energy   0.52 eV

Last column: natural (NBO) charge in e.
Element x y z (Å)
1 O -1.944 -2.089 1.099  -0.763
2 O 0.133 1.226 -1.844  -0.535
3 O 5.265 1.569 -2.223  -0.927
4 C -2.519 -0.822 0.760  -0.057
5 C -0.219 0.093 0.333  -0.553
6 C -1.548 0.349 1.126  -0.423
7 C 0.544 0.534 -0.926  0.437
8 H -1.352 0.620 2.299  0.233
9 H 4.457 1.373 -1.697  0.463
10 H -0.331 -1.040 -0.057  0.260
11 H 1.597 0.233 -0.869  0.113
12 H -2.224 -2.915 0.633  0.489
13 H -3.468 -0.789 1.262  0.172
14 H -2.796 -0.765 -0.245  0.170
15 H 5.944 1.428 -1.487  0.464
16 H -2.111 1.242 0.721  0.228
17 H 0.572 -0.246 1.116  0.229


z) A 2-piece molecular cluster, C4H10O3 overall. Source: the Open Molecules 2025 dataset; level of theory: ωB97M-V/def2-TZVPD.

Charge   0
HOMO-LUMO gap   9.81 eV
LUMO energy   0.91 eV

Last column: natural (NBO) charge in e.
Element x y z (Å)
1 O -2.810 -1.031 -2.256  -0.663
2 O 0.756 0.363 -0.151  -0.569
3 O -1.010 0.251 -2.235  -0.770
4 C 1.868 -0.332 -0.540  -0.247
5 C 0.177 -0.070 1.047  -0.061
6 C -1.742 -0.774 -1.632  0.434
7 C -1.070 0.768 1.222  -0.672
8 H -3.078 -0.601 -3.015  0.482
9 H -1.881 0.601 1.911  0.225
10 H -0.121 -1.138 1.197  0.180
11 H 2.562 -0.231 0.283  0.168
12 H -0.784 1.772 1.244  0.209
13 H -0.269 0.654 -1.768  0.527
14 H -1.491 0.300 0.330  0.239
15 H 1.635 -1.480 -0.571  0.165
16 H 2.252 -0.041 -1.529  0.198
17 H 0.994 0.033 1.761  0.154


Which one sits at the bottom of the stability order? x) does.


w) A 2-piece molecular cluster, C4H10O3 overall. Source: the Open Molecules 2025 dataset; level of theory: ωB97M-V/def2-TZVPD.

Charge   0
HOMO-LUMO gap   11.42 eV
LUMO energy   0.59 eV

Last column: natural (NBO) charge in e.
Element x y z (Å)
1 O 1.521 2.747 -0.224  -0.934
2 O 1.290 0.257 -1.592  -0.699
3 O -0.818 -0.071 -2.554  -0.575
4 C 0.089 -0.316 -1.737  0.793
5 C -0.083 -1.104 -0.473  -0.514
6 C -0.547 -0.718 1.925  -0.623
7 C -0.946 -0.359 0.565  -0.385
8 H -1.017 0.824 0.255  0.193
9 H 1.274 2.074 -0.813  0.466
10 H 0.913 -1.444 0.141  0.222
11 H 0.724 2.881 0.298  0.463
12 H -1.989 -0.656 0.351  0.217
13 H 1.668 0.601 -2.379  0.500
14 H -0.541 -2.043 -0.729  0.231
15 H -0.324 -1.806 1.991  0.210
16 H 0.202 -0.129 2.326  0.218
17 H -1.415 -0.736 2.649  0.216


x) A 2-piece molecular cluster, C4H10O3 overall. Source: the Open Molecules 2025 dataset; level of theory: ωB97M-V/def2-TZVPD.

Charge   0
HOMO-LUMO gap   10.46 eV
LUMO energy   0.59 eV

Last column: natural (NBO) charge in e.
Element x y z (Å)
1 O 1.450 -1.808 -1.241  -0.519
2 O -0.959 0.360 0.616  -0.742
3 O -2.588 -1.277 -2.973  -0.964
4 C 1.293 0.383 -0.187  -0.546
5 C 0.492 1.230 2.177  -0.611
6 C 1.033 -0.650 -1.274  0.453
7 C 0.405 0.303 1.013  0.126
8 H 2.320 0.171 0.205  0.232
9 H 0.264 -0.236 -2.102  0.124
10 H -1.307 -0.524 0.734  0.475
11 H -0.144 0.806 2.892  0.219
12 H 1.472 1.210 2.582  0.205
13 H 0.601 -0.764 1.499  0.152
14 H 0.249 2.230 1.919  0.211
15 H -3.006 -2.113 -3.100  0.481
16 H 1.284 1.434 -0.553  0.220
17 H -2.859 -0.755 -2.207  0.484


Which one sits at the bottom of the stability order? x) does.